# 1
Density functional theory data (ωB97M-V/def2-TZVPD) for C33H84Br3N5O5 as an isolated structure.

Results
Molecular weight in g/mol: 870.78
LUMO energy in eV: -0.352
HOMO energy in eV: -8.9
Energy in a.u.: -9679.4928
Orbital gap in eV: 8.5

Geometry as ORCA input:
```
! wB97M-V def2-TZVPD RIJCOSX def2/J DEFGRID3
* xyz 0 1
C 6.5384 -0.3693 -1.5647
Br 6.1092 -1.9201 -2.7015
Br 5.7330 1.2679 -2.2401
Br 8.5681 -0.1996 -1.5230
H 6.0743 -0.5849 -0.6043
C 2.7631 -1.1488 4.9614
C 1.8230 -0.5807 3.8481
C 1.4215 -1.5327 2.7004
C 2.5051 -1.6991 1.5860
C 3.6949 -2.5475 2.0653
C 4.5827 -3.0547 0.9189
H 2.8226 -2.2279 5.0993
H 2.2778 -0.6926 5.8244
H 3.7783 -0.7887 4.7982
H 0.8091 -0.2962 4.1335
H 2.1993 0.3272 3.3752
H 0.5375 -1.1705 2.1744
H 1.2484 -2.5427 3.0738
H 2.0240 -2.2568 0.7812
H 2.7715 -0.7370 1.1471
H 4.3519 -1.9456 2.6943
H 3.3546 -3.4421 2.5876
H 4.5962 -2.2829 0.1493
H 5.5035 -3.4770 1.3207
H 4.1044 -3.9263 0.4691
C -1.8846 1.4323 3.5215
C -2.5803 1.2375 4.9003
C -4.1147 1.4616 4.9651
C -4.6717 1.7293 6.3830
C -4.2672 0.6423 7.3600
C -5.0941 0.6017 8.6627
H -2.3561 0.8110 2.7604
H -0.8043 1.3352 3.6267
H -2.0360 2.4769 3.2448
H -2.2432 0.2756 5.2907
H -2.0518 1.8861 5.6014
H -4.6686 0.6649 4.4687
H -4.2384 2.4339 4.4857
H -4.3362 2.7073 6.7339
H -5.7259 1.9988 6.2950
H -4.2046 -0.2986 6.8135
H -3.2641 1.0079 7.5834
H -6.1671 0.4713 8.5190
H -4.7356 -0.2246 9.2772
H -5.0191 1.5111 9.2595
C 3.8450 3.3912 0.2560
C 5.0231 3.6345 1.2571
C 4.7660 3.3300 2.7333
O 3.5533 4.0467 3.1327
C 2.3182 3.3091 3.2651
N 6.2608 2.9304 0.8229
H 3.3712 2.4161 0.3784
H 4.2694 3.3523 -0.7472
H 3.0877 4.1700 0.3366
H 5.2396 4.6848 1.0546
H 5.5035 3.7295 3.4303
H 4.8136 2.2593 2.9380
H 2.3034 2.4854 2.5500
H 1.5278 3.9950 2.9615
H 2.1920 2.9169 4.2743
H 6.6232 3.2200 -0.0753
H 7.0865 3.0750 1.3884
C -3.9662 3.1290 -3.4195
C -3.5238 1.7042 -3.8211
C -2.5044 1.7601 -4.9719
O -3.1959 2.2467 -6.1235
C -2.5742 2.1413 -7.4345
N -3.0490 0.9651 -2.6949
H -4.2215 3.7417 -4.2826
H -3.2089 3.5821 -2.7778
H -4.7887 2.9885 -2.7173
H -4.4216 1.1530 -4.1049
H -2.1371 0.7738 -5.2607
H -1.7108 2.4702 -4.7324
H -1.6720 2.7509 -7.4951
H -3.1918 2.3049 -8.3167
H -2.2849 1.0904 -7.4980
H -2.7441 0.0042 -2.7649
H -2.2058 1.4250 -2.3766
C 1.9620 0.8518 -3.0193
C 1.7360 0.1147 -1.7797
C 0.2327 -0.3569 -1.4614
O -0.5162 0.8012 -1.5125
C -0.6264 1.6292 -0.4015
N 2.6437 -1.0455 -1.7296
H 1.1988 1.6146 -3.1848
H 1.9083 0.2386 -3.9192
H 2.8973 1.4034 -2.9207
H 2.0472 0.6908 -0.9069
H 0.0138 -0.8386 -0.5066
H -0.2667 -0.9818 -2.2035
H -0.9666 2.6222 -0.6948
H 0.3534 1.7803 0.0557
H -1.3049 1.1738 0.3217
H 3.5300 -0.6329 -1.9899
H 2.5049 -1.6814 -2.5096
C -5.9031 -0.1560 1.0544
C -5.4616 -1.2743 0.1677
C -6.4911 -1.7494 -0.8516
O -7.7158 -2.0615 -0.1677
C -7.7033 -3.3275 0.3419
N -4.2448 -0.9620 -0.5647
H -6.4271 0.6423 0.5255
H -5.0236 0.1410 1.6247
H -6.7578 -0.4878 1.6459
H -5.3230 -2.0425 0.9302
H -6.0715 -2.6344 -1.3326
H -6.7120 -1.0472 -1.6558
H -6.8349 -3.6211 0.9363
H -7.7804 -4.1780 -0.3387
H -8.5155 -3.4112 1.0651
H -4.4014 -0.1988 -1.2092
H -3.5437 -0.6964 0.1129
C 1.0054 -4.2090 -4.9478
C 2.4440 -3.9232 -4.6654
C 3.2019 -3.0442 -5.6555
O 4.5855 -3.4373 -5.6212
C 5.3497 -2.5677 -6.4575
N 2.4190 -3.3100 -3.2976
H 0.4615 -3.2644 -4.9767
H 0.5450 -4.8958 -4.2390
H 1.0535 -4.6359 -5.9509
H 3.0588 -4.8051 -4.4805
H 3.0684 -2.0058 -5.3517
H 2.8097 -3.3779 -6.6179
H 4.9983 -2.8183 -7.4594
H 6.4227 -2.6820 -6.3078
H 5.1646 -1.5125 -6.2503
H 3.2379 -3.7414 -2.8902
H 1.6247 -3.5979 -2.7432
*
```


# 2
Density functional theory data (ωB97M-V/def2-TZVPD) for a 11-piece molecular cluster, C33H88O33S11 overall.

Results
Energy above the lowest of the compared OMol25 structures with the same formula, charge and spin in kcal/mol: 239.4
Molecular weight in g/mol: 1365.77
LUMO energy in eV: -0.047
HOMO energy in eV: -10.5
Energy in a.u.: -8172.6225
SMILES string: CCOS(C)(=O)=O.CCOS(C)(=O)=O.CCOS(C)(=O)=O.CCOS(C)(=O)=O.CCOS(C)(=O)=O.CCOS(C)(=O)=O.CCOS(C)(=O)=O.CCOS(C)(=O)=O.CCOS(C)(=O)=O.CCOS(C)(=O)=O.CCOS(C)(=O)=O
Orbital gap in eV: 10.5

Geometry as ORCA input:
```
! wB97M-V def2-TZVPD RIJCOSX def2/J DEFGRID3
* xyz 0 1
C 17.7786 2.4716 19.5334
C 18.5432 2.7643 20.8712
O 19.9004 2.5417 20.6398
S 20.7709 2.1907 21.9591
C 22.5063 2.3278 21.1887
O 20.5377 3.2733 22.8963
O 20.4741 0.7949 22.4471
H 17.4404 1.4544 19.3357
H 18.4326 2.6619 18.6824
H 16.9105 3.1308 19.5227
H 18.4470 3.8444 20.9815
H 18.1439 2.2772 21.7609
H 22.5451 2.7082 20.1680
H 22.7790 1.2780 21.0798
H 23.3255 2.6846 21.8130
C 10.8501 2.5271 15.2728
C 11.6557 3.5216 16.0234
O 12.8933 3.7846 15.4444
S 12.9881 5.1443 14.4584
C 13.3734 6.2545 15.9059
O 14.1995 5.0291 13.5871
O 11.7215 5.5312 13.8726
H 10.6658 2.9654 14.2920
H 9.9484 2.3151 15.8472
H 11.4588 1.6671 14.9936
H 11.0101 4.3973 16.0910
H 11.8736 3.2370 17.0528
H 12.3636 6.2800 16.3154
H 13.5742 7.3014 15.6782
H 13.9906 5.7248 16.6315
C 6.9034 4.1934 29.0432
C 7.1093 5.6505 28.9085
O 8.1201 6.1887 29.7949
S 8.4127 7.8758 29.6570
C 9.9684 8.0796 30.6555
O 8.6152 8.2928 28.2927
O 7.2872 8.4319 30.5098
H 6.5656 3.9795 30.0572
H 7.7751 3.6349 28.7022
H 6.2131 3.7580 28.3207
H 7.3583 5.9230 27.8829
H 6.1181 6.0640 29.0944
H 10.1021 9.1588 30.5820
H 10.7233 7.3552 30.3497
H 9.7058 7.8031 31.6766
C 5.0307 4.6082 17.0289
C 5.0557 6.1182 16.5804
O 5.4513 6.8706 17.7661
S 6.3151 8.3090 17.7289
C 5.2472 9.3005 16.6032
O 6.3812 8.9006 19.0884
O 7.5458 7.9681 16.9507
H 4.6478 4.1547 16.1147
H 4.3717 4.3921 17.8698
H 6.0259 4.1776 17.1395
H 5.7951 6.3603 15.8170
H 4.0286 6.3830 16.3291
H 5.9035 10.1102 16.2841
H 4.4611 9.7754 17.1902
H 4.8028 8.6900 15.8171
C 10.6966 17.0246 27.9886
C 11.9416 16.1787 27.9417
O 11.9268 15.2772 26.7353
S 10.9328 13.8289 26.7999
C 12.2681 12.7726 27.4531
O 9.8883 13.9497 27.8667
O 10.5817 13.4560 25.4360
H 10.5806 17.4822 28.9710
H 9.7690 16.4530 27.9577
H 10.7194 17.8706 27.3016
H 12.7956 16.8513 27.8612
H 11.9181 15.7528 28.9447
H 12.3801 13.0833 28.4919
H 13.1844 13.0083 26.9119
H 12.1787 11.7183 27.1910
C 19.6248 9.4090 19.4953
C 18.6497 10.4865 19.1950
O 19.1295 11.1234 18.0313
S 18.1262 12.1586 17.1774
C 18.3651 11.5003 15.4607
O 16.8054 11.8387 17.5789
O 18.5502 13.5291 17.2864
H 20.6666 9.7254 19.4449
H 19.3289 8.5482 18.8956
H 19.5519 9.1019 20.5386
H 17.5763 10.2976 19.2038
H 18.7950 11.1227 20.0681
H 17.6095 12.0516 14.9010
H 17.9774 10.4886 15.5802
H 19.4229 11.6387 15.2367
C 14.6216 3.2777 26.8927
C 16.1155 3.3783 27.0390
O 16.5010 3.2093 28.3996
S 17.8212 2.3313 28.8306
C 19.0820 3.6013 28.9178
O 17.5847 1.8067 30.1777
O 18.0601 1.3889 27.7281
H 14.1496 2.7134 27.6970
H 14.4132 2.7695 25.9512
H 14.2324 4.2860 27.0338
H 16.6988 2.7704 26.3474
H 16.5231 4.3683 26.8342
H 19.4758 3.9449 27.9613
H 19.8929 3.1873 29.5171
H 18.6856 4.5019 29.3867
C 7.8291 -5.5128 23.7152
C 7.1456 -4.1635 23.4397
O 7.5093 -3.0469 24.3113
S 7.6030 -1.5158 23.6296
C 5.8462 -1.2842 23.2154
O 7.9644 -0.6125 24.7845
O 8.4271 -1.6693 22.4583
H 7.5077 -6.1640 24.5280
H 8.8926 -5.3272 23.8652
H 7.7926 -6.0966 22.7954
H 7.1586 -3.9817 22.3650
H 6.0623 -4.2798 23.4701
H 5.6295 -1.6756 22.2215
H 5.7400 -0.1999 23.1825
H 5.1016 -1.8094 23.8137
C 8.9314 5.4437 22.0404
C 9.8713 6.4927 22.6030
O 10.8864 6.5258 21.6612
S 12.1693 7.5160 21.9535
C 11.3999 8.9949 21.1435
O 12.3350 7.6619 23.4087
O 13.2599 7.0715 21.1213
H 8.1303 5.3448 22.7729
H 9.4647 4.5321 21.7708
H 8.4208 5.6619 21.1025
H 9.4423 7.4789 22.7806
H 10.3349 6.1594 23.5314
H 10.5954 9.2534 21.8320
H 10.9025 8.6818 20.2255
H 12.1738 9.7013 20.8429
C 17.4648 18.6116 18.9684
C 16.3264 17.9589 19.7550
O 16.9815 17.0116 20.6363
S 16.1226 16.5405 22.0389
C 14.5859 16.0528 21.0480
O 16.7930 15.3178 22.4822
O 15.8293 17.6750 22.8400
H 18.2817 18.8130 19.6613
H 17.2598 19.6142 18.5932
H 17.7121 17.8995 18.1810
H 15.7684 18.7530 20.2510
H 15.7777 17.3461 19.0398
H 14.0441 16.9827 20.8757
H 13.9964 15.5119 21.7883
H 14.7522 15.4840 20.1331
C 10.2416 14.1261 16.1225
C 9.4935 15.3240 15.6843
O 8.3685 14.7392 15.0624
S 7.0910 15.6500 14.5143
C 7.9530 17.0405 13.5548
O 6.3214 14.8463 13.5981
O 6.4004 16.3144 15.6560
H 9.5803 13.3656 16.5378
H 10.9972 14.4150 16.8530
H 10.5888 13.5109 15.2924
H 9.2078 16.1182 16.3740
H 10.1313 15.7690 14.9206
H 7.2230 17.8483 13.6056
H 8.0081 16.8583 12.4816
H 8.8646 17.4269 14.0107
*
```